6 unconnected molecules or ions with the total composition C30H30N6, computed with wB97M-V/def2-TZVPD.

Energy above the lowest of the compared OMol25 structures with the same formula, charge and spin ... 65.1 kcal per mole
HOMO level ... -0.3397 Eh
Orbital gap ... 0.3540 Ha

The geometry in XYZ format:
```
66
Properties=species:S:1:pos:R:3:forces:R:3
N 3.41528 4.72167 -1.81336 0.044 -0.129 0.797
C 3.31327 3.59574 -1.12409 -1.140 0.158 0.154
C 2.14217 3.22193 -0.41006 2.342 -0.925 0.030
C 1.12617 4.07810 -0.25951 -1.062 2.883 -1.358
C 1.21577 5.32836 -0.99498 0.623 -1.173 0.905
C 2.38038 5.58252 -1.70617 -0.422 -0.726 -0.259
H 4.16774 2.93874 -1.05605 0.181 -0.077 -0.407
H 2.15336 2.26757 0.09538 0.010 0.107 0.004
H 0.28366 3.84763 0.37568 -0.204 0.020 -0.098
H 0.45067 6.09037 -0.97570 -0.157 -0.171 0.116
H 2.50044 6.48557 -2.28626 -0.134 0.203 0.038
N 2.22098 -5.18636 0.89729 0.484 1.163 -0.413
C 1.62204 -3.99510 0.57115 1.845 -1.444 0.062
C 2.30577 -2.97272 -0.08000 -1.366 0.217 0.454
C 3.64963 -3.08146 -0.36878 0.062 -0.938 -0.396
C 4.25853 -4.29610 -0.10937 -0.536 -0.289 1.177
C 3.52471 -5.31927 0.56667 -0.490 1.307 -1.002
H 0.58703 -3.88536 0.85944 -0.118 -0.056 -0.116
H 1.67734 -2.12922 -0.32488 0.352 0.445 -0.153
H 4.25295 -2.34716 -0.88182 -0.333 0.407 0.047
H 5.31128 -4.32964 -0.34811 0.074 -0.703 0.084
H 3.98718 -6.27669 0.75607 -0.008 -0.078 0.206
N 0.19462 0.22831 -0.57364 -2.393 0.573 1.274
C 0.78227 0.37863 0.63342 -1.707 -0.820 -1.319
C -0.00283 0.57409 1.77359 -0.477 1.026 0.360
C -1.34920 0.86932 1.61434 -0.160 0.045 1.059
C -1.99221 0.80762 0.39505 -0.722 0.335 2.409
C -1.22328 0.41146 -0.58752 4.095 -1.287 -3.900
H 1.85288 0.23656 0.63055 0.104 0.002 0.317
H 0.38665 0.64085 2.77870 0.400 -0.157 -0.051
H -2.01708 1.12241 2.42445 0.485 -0.036 0.660
H -3.06118 0.95241 0.34275 0.030 0.075 -0.302
H -1.68025 0.20780 -1.54465 0.266 -0.033 -0.386
N 2.26411 -0.63128 4.64274 -0.177 0.292 0.636
C 2.27045 -1.75402 3.96300 -0.946 -0.414 -0.960
C 1.13346 -2.58429 3.86987 1.636 -0.242 -1.210
C 0.00868 -2.29785 4.57113 0.034 -0.372 0.331
C -0.00573 -1.13571 5.30058 0.168 -0.014 0.808
C 1.14956 -0.34823 5.31525 -0.799 0.553 -0.287
H 3.16035 -1.88499 3.36524 0.087 -0.587 -0.057
H 1.10588 -3.41032 3.17466 0.423 -0.266 0.162
H -0.77531 -3.04002 4.60192 -0.395 0.284 -0.120
H -0.88957 -0.99929 5.90608 0.111 0.810 0.151
H 1.16079 0.63940 5.75212 -0.158 -0.024 0.520
N -1.96664 4.89345 -2.56308 0.346 -1.125 -0.443
C -2.85662 5.77681 -2.99743 0.665 -1.831 0.437
C -4.19588 5.44464 -2.92836 -0.520 3.450 -0.821
C -4.67150 4.31050 -2.44954 0.731 -3.354 1.648
C -3.72381 3.29074 -2.05396 -0.515 1.678 -0.634
C -2.37531 3.63283 -2.18214 -0.964 1.596 0.239
H -2.49102 6.69542 -3.43206 0.011 0.214 0.264
H -4.93512 6.21404 -3.09554 0.020 0.272 -0.523
H -5.74123 4.27873 -2.30440 -0.036 -0.687 0.053
H -4.06547 2.36740 -1.60998 0.157 -0.168 -0.175
H -1.59325 2.95577 -1.87169 0.135 -0.013 -0.036
N -2.24715 -5.10979 -3.02026 2.229 0.342 0.315
C -3.05884 -4.71456 -2.05784 -0.404 1.647 -0.493
C -2.80714 -3.64987 -1.15853 1.267 -0.874 -1.226
C -1.52805 -3.07248 -1.24669 -1.921 -0.365 0.459
C -0.67702 -3.44291 -2.28143 0.819 -0.064 -0.066
C -0.98478 -4.50143 -3.10894 -3.236 -1.229 0.787
H -4.06954 -5.09041 -2.11786 -0.112 -0.451 0.179
H -3.62824 -3.30550 -0.54730 0.342 -0.009 0.487
H -1.27345 -2.37208 -0.46502 0.360 0.481 -0.373
H 0.23354 -2.88209 -2.43226 0.293 -0.170 0.168
H -0.36275 -5.04128 -3.80755 0.378 0.715 -0.213
```
Forces are in eV/Å.



7 unconnected molecules or ions with the total composition C19H41F6N5O8P, computed with wB97M-V/def2-TZVPD.

Energy above the lowest of the compared OMol25 structures with the same formula, charge and spin ... 83.5 kcal per mole
HOMO level ... -0.2339 Eh
Orbital gap ... 0.3142 Ha
Net charge ... -1

The geometry in XYZ format:
```
80
Properties=species:S:1:pos:R:3:forces:R:3
P -1.01907 -0.60973 -0.05267 0.766 0.093 1.316
F -0.76339 1.01340 0.25431 -0.462 -0.698 -0.797
F -2.63763 -0.38398 -0.19004 1.759 -0.674 -0.011
F -0.78895 -0.36993 -1.66641 -0.838 -0.072 1.007
F -1.02462 -2.26839 -0.24728 -1.297 1.705 0.266
F 0.60367 -0.81143 0.07050 0.122 0.422 0.405
F -1.17375 -0.71896 1.64929 0.061 -0.977 -2.430
C -0.97921 3.88459 -4.16390 1.399 2.302 -0.189
C -1.05915 2.84084 -5.23378 -0.579 -1.445 3.420
C -1.26660 1.45983 -4.49988 1.350 2.588 0.350
O -2.23268 0.92314 -5.28416 -1.369 -3.005 -2.202
C -2.80813 1.80659 -6.11118 -6.499 -2.548 -1.233
O -3.88583 1.54816 -6.76356 5.185 1.065 2.314
O -2.33741 2.98462 -5.88305 1.702 1.956 -1.153
H -1.81182 3.97033 -3.46567 -0.340 -0.328 -0.568
H -0.78019 4.84530 -4.63880 -0.767 0.444 -0.203
H -0.10101 3.93612 -3.52032 0.361 -1.262 -0.078
H -0.19658 2.67004 -5.87791 -0.314 0.871 -0.491
H -1.67680 1.54346 -3.49348 0.340 0.134 0.159
H -0.27694 1.00312 -4.49123 -0.413 -0.765 -0.021
C -3.84848 -1.99719 2.57387 0.070 1.306 0.984
O -3.79998 -1.37134 3.61827 0.125 -0.728 -0.294
N -4.99654 -2.12859 1.86842 0.078 -1.319 -0.696
C -4.96212 -2.92944 0.64158 -0.550 -0.520 -0.116
C -6.25590 -1.63982 2.39028 -0.901 0.432 -0.942
H -2.95589 -2.40764 2.07686 -0.158 -0.144 0.078
H -5.59267 -3.81854 0.64555 -0.830 0.118 0.592
H -4.02945 -3.46068 0.45185 0.597 0.926 0.292
H -5.25821 -2.38768 -0.25672 0.206 0.357 0.074
H -6.67714 -0.91756 1.69099 0.187 0.451 -0.179
H -7.05716 -2.37880 2.38766 0.309 -0.671 0.286
H -6.24348 -1.14093 3.35933 0.750 -0.361 -0.105
C 3.83345 -1.19611 -4.29501 0.179 0.340 -0.641
O 4.47915 -1.36373 -5.33664 -0.845 0.124 1.600
N 2.50372 -0.96715 -4.18296 1.370 -0.587 -0.180
C 1.89899 -1.07504 -2.88846 -2.015 0.138 0.349
C 1.71360 -1.20129 -5.36036 -0.165 0.780 -0.374
H 4.19670 -1.15420 -3.25650 1.077 -0.133 -0.215
H 1.00685 -0.45012 -2.92934 -0.256 -0.376 0.034
H 2.33911 -0.69722 -1.96561 1.134 0.057 -0.567
H 1.59592 -2.10275 -2.68835 -0.210 -0.078 0.109
H 1.54683 -2.24856 -5.61241 0.169 -0.196 0.193
H 0.73768 -0.72587 -5.26205 0.079 0.037 -0.023
H 2.29883 -0.72899 -6.14937 -0.394 -0.174 -0.349
C -0.90020 0.84213 3.83652 -2.431 -0.205 2.924
O -1.94024 0.58975 4.49489 2.802 0.858 -1.699
N 0.33353 0.98673 4.43819 0.520 1.284 -1.410
C 1.39562 1.50192 3.54358 0.249 0.469 0.086
C 0.64054 1.02638 5.89897 0.867 -0.402 -2.260
H -0.88863 0.99127 2.74573 0.016 -0.102 0.415
H 1.47365 2.58678 3.47221 -0.662 0.503 0.364
H 1.32283 1.21138 2.49554 -0.539 -0.622 0.286
H 2.42649 1.29302 3.82957 -0.085 -0.866 0.523
H 1.19692 1.91932 6.18397 -0.724 0.718 -0.099
H -0.23441 0.82586 6.51731 0.372 -0.334 -0.203
H 1.48216 0.33756 5.82609 -0.283 -0.920 1.526
C 2.16932 2.52348 -1.84996 0.618 0.921 -1.696
O 2.48867 2.73922 -3.02905 -0.291 -0.483 1.560
N 2.73940 3.11451 -0.75803 -0.998 -1.476 -1.206
C 2.09587 2.73252 0.49510 1.284 -0.015 0.568
C 4.06241 3.72725 -0.85786 -0.708 0.453 0.240
H 1.34342 1.84811 -1.57800 -0.045 0.095 -0.125
H 1.27097 2.02281 0.43206 -0.253 0.431 -0.864
H 1.76691 3.62665 1.02464 0.120 -0.169 0.315
H 2.81562 2.12489 1.04359 0.275 0.449 0.679
H 4.83012 3.15826 -0.33348 -0.106 -0.083 0.207
H 4.36734 3.82825 -1.89945 -0.361 -0.226 0.006
H 3.98332 4.73523 -0.45065 0.330 0.047 0.176
C 0.33935 -3.80932 3.32127 -2.177 0.061 2.809
O -0.43657 -4.52975 4.00471 2.067 1.032 -2.133
N 1.52992 -3.34826 3.79384 0.284 0.131 -0.948
C 2.07163 -3.83397 4.99233 0.062 -0.774 2.112
C 2.26029 -2.27602 3.10670 -1.553 -0.904 -0.269
H 0.00338 -3.23570 2.44362 0.054 -0.559 -0.325
H 2.26267 -3.04865 5.72368 0.269 0.435 -0.197
H 2.97750 -4.43178 4.89165 0.265 0.117 -0.361
H 1.37489 -4.46955 5.53886 -0.305 -0.099 -0.471
H 2.10299 -1.31831 3.60283 0.293 0.010 0.219
H 3.31016 -2.53883 2.97707 -0.058 0.139 -0.065
H 1.70471 -2.23107 2.17000 0.656 0.499 -0.456
```
Forces are in eV/Å.



6 unconnected molecules or ions with the total composition CH15NO5, computed with wB97M-V/def2-TZVPD.

Energy above the lowest of the compared OMol25 structures with the same formula, charge and spin ... 37.5 kcal per mole
HOMO level ... -0.3466 Eh
Orbital gap ... 0.3567 Ha

The geometry in XYZ format:
```
22
Properties=species:S:1:pos:R:3:forces:R:3
C -0.44850 2.49926 -1.14141 1.406 -0.060 1.405
N -0.35658 1.12552 -0.58448 -0.203 0.665 0.594
H 0.56755 2.77862 -1.43803 -0.262 -0.228 -1.011
H -0.55207 3.25720 -0.34802 -0.943 -0.051 -0.214
H -1.19066 2.55666 -1.92476 0.010 0.278 -0.125
H 0.50007 1.11201 -0.03709 0.167 -0.277 -0.268
H -1.04219 1.04959 0.17139 -0.215 -0.377 -0.454
H 3.97333 0.43599 0.08252 0.943 -0.374 0.065
H 5.53222 0.25745 0.25896 -0.212 0.223 -0.031
O 4.69704 -0.21434 0.19273 -0.794 0.132 -0.045
H 2.14731 -2.29501 0.14352 0.553 -0.626 -0.711
H 1.71383 -1.40543 1.19455 -0.130 0.560 0.716
O 1.34291 -1.96675 0.52266 -0.367 0.078 0.072
H -2.22631 0.99850 2.81282 -0.071 0.905 0.412
H -2.62654 -0.42083 2.63091 0.289 -0.201 -0.421
O -1.95905 0.21995 2.34617 -0.116 -0.629 -0.066
H -1.29458 -1.06981 -2.55462 -0.312 -0.586 0.413
H -2.38838 -0.13539 -2.51463 -0.567 -0.354 0.337
O -2.24773 -1.08294 -2.34680 0.877 0.897 -0.685
H -0.86374 -2.23989 1.28972 1.059 0.501 0.414
H -1.54731 -2.96307 0.21925 -0.164 -0.323 -0.772
O -1.73061 -2.49731 1.02462 -0.948 -0.150 0.374
```
Forces are in eV/Å.



A single C6H7BrO4 molecule, computed with wB97M-V/def2-TZVPD.

Energy above the lowest of the compared OMol25 structures with the same formula, charge and spin ... 6.0 kcal per mole
HOMO level (spin up / spin down) ... -0.2368 / -0.3502 Eh
<S²> ... 2.030
Spin multiplicity ... 3
Orbital gap (spin up / spin down) ... 0.2564 / 0.2272 Ha

The geometry in XYZ format:
```
18
Properties=species:S:1:pos:R:3:forces:R:3
C 0.02601 1.13056 1.36308 0.988 1.304 -0.720
C -1.01554 0.52442 0.76821 -0.601 2.054 0.626
C 1.25211 1.35098 0.59324 -3.319 -0.670 -0.388
C -1.06037 0.01926 -0.62879 0.486 -1.506 2.055
C 1.24281 0.56979 -0.76904 2.468 0.670 0.350
C -1.22518 -1.54983 -0.47549 1.831 2.619 -0.275
O 2.31833 1.84869 0.92806 2.219 0.940 0.553
O 0.13472 0.31653 -1.34561 -1.617 0.448 -1.324
O 2.13529 0.97817 -1.75134 1.302 0.382 2.883
O -1.48429 -1.79077 0.88365 0.764 -3.346 -0.087
Br 1.84407 -1.23821 0.20301 1.263 -0.893 -0.071
H -0.10601 1.67323 2.32760 0.435 -0.690 -0.861
H -1.92527 0.71147 1.33048 -0.259 -0.761 -0.411
H -1.83530 0.43537 -1.22690 -0.639 0.445 -0.341
H -0.24502 -1.86124 -0.84726 -0.493 -0.790 0.321
H -1.95483 -1.74526 -1.18885 -1.830 -1.400 -0.750
H 2.96819 1.32538 -1.25272 -1.967 -0.916 -1.279
H -1.06971 -2.69853 1.08865 -1.031 2.112 -0.284
```
Forces are in eV/Å.



Going through the records in order, we get maximum force values of 0.1128 0.1378 0.0387 0.0668 hartree/bohr.